This record from the OMol25 dataset describes the ion C7H12Br2N4O with charge +2. The level of theory is the ωB97M-V functional and the def2-TZVPD basis.

Atoms and positions in Å:
H (-2.7894, 1.0386, 1.6921)
N (-1.7788, 1.0998, 1.7974)
C (-1.3946, 1.3198, 2.9689)
N (-0.0142, 1.4542, 3.2278)
C (0.9289, 1.3856, 2.3100)
Br (2.7177, 1.7075, 2.8155)
N (0.7094, 0.9604, 1.0881)
C (0.4352, 1.2588, -0.0990)
Br (0.0105, 2.9832, -0.7532)
N (0.3642, 0.1912, -1.0764)
C (-0.9624, -0.5152, -0.9405)
C (-1.0491, -1.6054, -2.0202)
O (0.0080, -2.5057, -1.8854)
C (1.2478, -1.8834, -2.0707)
C (1.4781, -0.8138, -0.9929)
H (-1.9889, 1.4397, 3.8746)
H (0.2555, 1.6604, 4.1888)
H (0.3909, 0.5968, -2.0265)
H (-1.7706, 0.2087, -1.0395)
H (-0.9881, -0.9657, 0.0533)
H (-1.9706, -2.1770, -1.8863)
H (-1.0617, -1.1488, -3.0208)
H (1.3261, -1.4387, -3.0744)
H (2.0055, -2.6654, -1.9805)
H (1.4590, -1.2763, -0.0043)
H (2.4316, -0.3091, -1.1459)

SMILES string = [H]/N=C/[NH+]=C(Br)\N=C(/Br)[NH+]1CCOCC1
LUMO = -8.43 eV
charge = +2



This record from the OMol25 dataset describes an isolated molecule of C6H8. The level of theory is the ωB97M-V functional and the def2-TZVPD basis.

Atoms and positions in Å:
C (2.6211, -1.0155, -0.7401)
C (1.8369, -0.5805, 0.0628)
C (0.7966, 0.0135, 0.9145)
C (-0.2533, 0.5871, -0.0220)
C (-1.7134, 0.8204, 0.2519)
C (-1.2775, -0.3465, -0.5880)
H (3.3083, -1.3971, -1.4618)
H (0.3768, -0.7588, 1.5708)
H (1.2407, 0.7769, 1.5633)
H (0.1824, 1.2971, -0.7227)
H (-2.1480, 1.6726, -0.2644)
H (-2.1727, 0.6151, 1.2135)
H (-1.3440, -1.3284, -0.1222)
H (-1.4539, -0.3556, -1.6557)

SMILES string = C#CCC1CC1
LUMO = 1.18 eV
charge = 0



This record from the OMol25 dataset describes a cluster of 2 separate species, C2H3NOS in total. The level of theory is the ωB97M-V functional and the def2-TZVPD basis.

Atoms and positions in Å:
C (-0.2475, -0.1668, -1.8551)
C (-0.6050, 0.1926, -0.5733)
N (-0.0615, -0.3021, -2.9614)
O (-0.6732, 1.5229, -0.3097)
S (1.9689, -0.3403, 0.6243)
H (-0.9555, -0.5111, 0.2675)
H (-0.2618, 2.1075, -0.9927)
H (2.0170, 0.7740, -0.0259)

LUMO (spin up / spin down) = -2.43 / -2.42 eV
charge = 0



This record from the OMol25 dataset describes an isolated molecule of C4H7NO. The level of theory is the ωB97M-V functional and the def2-TZVPD basis.

Atoms and positions in Å:
C (0.2979, -2.3638, -0.5690)
N (-0.5740, -1.9261, 0.2131)
C (-0.4486, -0.4537, 0.6709)
O (-1.5305, 0.3371, 0.3404)
C (-0.2767, 0.6343, -0.3153)
C (0.2866, 1.9706, 0.1789)
H (0.1779, -3.4898, -0.8283)
H (1.1747, -1.8167, -0.9313)
H (-0.1869, -0.4143, 1.6879)
H (-0.4045, 0.5362, -1.4787)
H (1.0185, 1.7840, 1.0761)
H (-0.4575, 2.7113, 0.5941)
H (0.9231, 2.4910, -0.6389)

SMILES string = C=N[C@@H]1O[C@H]1C
LUMO = 1.05 eV
charge = 0



This record from the OMol25 dataset describes a structure of composition C36H55AlBCl2N4O2P2Se. The level of theory is the ωB97M-V functional and the def2-TZVPD basis.

Atoms and positions in Å:
Al (0.0175, 0.2032, 0.1034)
C (-4.6638, 0.6619, -0.2812)
C (-3.6937, 1.7016, 0.2830)
C (-3.3832, 1.3377, 1.7444)
C (-4.3580, 3.0823, 0.2286)
P (-2.0441, 1.6264, -0.5847)
C (-1.2936, 3.2734, -0.1652)
N (0.1466, 3.2026, -0.1131)
B (0.9546, 2.0345, 0.0029)
N (2.3037, 2.4855, 0.0664)
C (3.4951, 1.6843, 0.2668)
P (3.2015, -0.0472, -0.3271)
C (3.8445, 0.0051, -2.0841)
C (3.2746, -1.2182, -2.8142)
C (5.3656, 0.0229, -2.2314)
C (3.2737, 1.2658, -2.7449)
C (4.3475, -1.0002, 0.7997)
C (4.3992, -2.4514, 0.3132)
C (3.6526, -0.9854, 2.1763)
C (5.7703, -0.4557, 0.9696)
C (2.3092, 3.8793, -0.0262)
C (3.3544, 4.7878, 0.0007)
C (3.0479, 6.1406, -0.1052)
C (1.7308, 6.5765, -0.2172)
C (0.6755, 5.6706, -0.2255)
C (0.9798, 4.3243, -0.1307)
C (-2.1986, 1.6674, -2.4434)
C (-3.2134, 2.6826, -2.9691)
C (-0.8120, 2.0100, -3.0078)
C (-2.5654, 0.2618, -2.9362)
H (-5.5473, 0.6394, 0.3633)
H (-4.2261, -0.3360, -0.3028)
H (-5.0022, 0.9193, -1.2848)
H (-4.3092, 1.3944, 2.3225)
H (-2.6628, 2.0156, 2.2077)
H (-2.9817, 0.3262, 1.8213)
H (-5.2523, 3.0463, 0.8562)
H (-4.6750, 3.3537, -0.7757)
H (-3.7297, 3.8812, 0.6186)
H (-1.7010, 3.6093, 0.7912)
H (-1.6150, 3.9975, -0.9211)
H (3.7345, 1.6335, 1.3319)
H (4.3550, 2.1437, -0.2279)
H (3.6905, -2.1533, -2.4377)
H (3.5130, -1.1532, -3.8790)
H (2.1878, -1.2733, -2.7133)
H (5.8205, -0.9146, -1.9134)
H (5.8255, 0.8377, -1.6688)
H (5.6225, 0.1689, -3.2846)
H (2.1961, 1.3599, -2.6042)
H (3.4687, 1.2122, -3.8190)
H (3.7375, 2.1790, -2.3700)
H (3.3971, -2.8820, 0.2336)
H (4.9698, -3.0546, 1.0238)
H (4.8847, -2.5431, -0.6586)
H (2.5725, -1.1463, 2.0994)
H (3.8174, -0.0483, 2.7098)
H (4.0639, -1.7873, 2.7941)
H (6.4113, -0.7053, 0.1267)
H (6.2192, -0.8988, 1.8628)
H (5.7923, 0.6263, 1.1053)
H (4.3813, 4.4635, 0.1068)
H (3.8484, 6.8675, -0.0895)
H (1.5233, 7.6353, -0.2898)
H (-0.3488, 6.0137, -0.2977)
H (-3.0368, 3.6905, -2.5906)
H (-4.2374, 2.3992, -2.7302)
H (-3.1318, 2.7278, -4.0578)
H (-0.4544, 2.9953, -2.7077)
H (-0.8738, 1.9877, -4.0983)
H (-0.0535, 1.2793, -2.7157)
H (-3.5759, -0.0325, -2.6578)
H (-1.8912, -0.5049, -2.5456)
H (-2.4943, 0.2434, -4.0264)
Cl (0.3279, -5.2276, 4.6883)
C (0.1274, -3.7561, 3.7977)
C (-0.1156, -2.5633, 4.4985)
C (-0.2932, -1.3752, 3.8366)
Cl (-0.6114, 0.0747, 4.7131)
C (-0.2214, -1.3142, 2.4267)
O (-0.4185, -0.1894, 1.8017)
C (0.0344, -2.5292, 1.7450)
C (0.1235, -2.5560, 0.3252)
O (0.1866, -1.5436, -0.4218)
C (0.1952, -3.7477, 2.4358)
H (-0.1661, -2.5816, 5.5791)
H (0.1911, -3.5260, -0.1694)
H (0.3683, -4.6635, 1.8856)
C (-4.9014, -4.3802, -2.2641)
N (-5.2092, -4.1654, -0.8580)
C (-6.3662, -4.5753, -0.2226)
C (-6.2804, -4.1671, 1.0579)
N (-5.0713, -3.5105, 1.1900)
C (-4.5655, -2.8950, 2.4078)
C (-4.4165, -3.5037, 0.0095)
Se (-2.7808, -2.7088, -0.3338)
H (-5.4378, -5.2618, -2.6048)
H (-3.8303, -4.5308, -2.3676)
H (-5.1980, -3.5154, -2.8556)
H (-7.1350, -5.1240, -0.7352)
H (-6.9596, -4.2870, 1.8818)
H (-5.1505, -3.2629, 3.2466)
H (-4.6448, -1.8104, 2.3461)
H (-3.5194, -3.1642, 2.5354)

LUMO = -3.40 eV
charge = +1



This record from the OMol25 dataset describes a cluster of 2 separate species, C7H17N in total. The level of theory is the ωB97M-V functional and the def2-TZVPD basis.

Atoms and positions in Å:
C (-0.9822, -0.2047, -1.4186)
C (-1.3529, 0.2159, -0.1552)
C (-1.7207, 1.6673, 0.0576)
C (-2.0897, -0.7416, 0.7554)
H (-1.1761, -1.2242, -1.7271)
H (-0.8926, 0.5157, -2.2223)
H (-1.4249, 1.9915, 1.0552)
H (-2.8006, 1.8134, -0.0379)
H (-1.2359, 2.3172, -0.6677)
H (-1.8363, -0.5452, 1.7993)
H (-1.8381, -1.7764, 0.5298)
H (-3.1707, -0.6262, 0.6463)
C (1.8807, 1.5239, 0.5758)
C (1.4352, 0.0721, 0.6057)
N (1.6557, -0.5991, -0.6021)
C (1.6992, -2.0507, -0.4738)
H (2.9579, 1.5902, 0.4121)
H (1.3753, 2.0507, -0.2337)
H (1.6356, 2.0241, 1.5139)
H (0.1921, 0.1382, 0.6583)
H (1.8229, -0.4589, 1.4825)
H (0.7090, -0.3892, -1.2112)
H (2.6442, -2.3469, -0.0140)
H (0.8788, -2.4581, 0.1369)
H (1.6341, -2.4993, -1.4651)

SMILES string = C=C(C)C.CCNC
LUMO = 0.85 eV
charge = 0



Result set for max |F|: 1.8 0.5 4.6 4.1 0.8 2.9 eV/A, one per record in the order listed.
Result set for energy relative to the best compared isomer or geometry (same formula, charge and spin): 0.0 182.2 341.9 329.7 0.0 247.6 kJ/mol, one per record in the order listed.